No. 1
Here is a molecular structure, C30H37AlBBeBrCaF4N2O14S from the Open Molecules 2025 dataset. Energies are from ωB97M-V with the def2-TZVPD basis set.

Properties
HOMO-LUMO gap: 0.6433 eV
2S+1: 1

XYZ file:
```
93
Properties=species:S:1:pos:R:3:forces:R:3:mulliken_charge:R:1
C -6.75345 -1.81684 -3.50155 1.6 -1.2 -0.1 -0.80
C -6.76806 -0.23576 -3.13646 -1.3 0.2 0.6 -0.40
C -5.97536 0.05251 -1.77223 -1.2 -0.3 0.4 -0.51
O -4.71766 0.77105 -1.96716 0.1 -3.1 1.3 -0.53
C -3.68295 -0.16929 -1.57939 2.9 -2.0 0.6 0.80
C -3.46276 -0.60182 -0.08272 1.2 -1.5 -1.8 0.17
C -4.33885 0.01616 1.12882 1.1 1.0 -0.8 -1.01
C -3.43129 1.24839 1.69771 0.2 0.0 -0.1 -0.73
C -2.15093 0.71238 2.50913 0.2 -0.9 -0.2 -0.59
C -0.77531 0.85324 1.65443 -0.4 -0.9 0.8 -0.03
C 0.26008 -0.30727 2.09885 -2.1 0.1 -0.7 0.05
O 0.14146 -0.52072 3.53653 2.2 -1.1 -0.7 -0.35
C 1.20055 -1.42355 3.93220 2.1 0.4 1.6 0.57
C 1.09877 -2.95683 3.48467 -0.2 0.6 -0.9 -0.62
O 2.16546 -0.95523 4.57723 -3.5 -1.6 -2.4 -0.52
C -2.34724 -1.65520 0.27104 -0.4 0.9 -4.2 -0.59
C -1.51205 -2.22140 -0.89197 -2.0 2.2 -0.9 0.55
C -1.72823 -1.77686 -2.36357 -1.3 1.0 2.7 0.34
C -2.80204 -0.73234 -2.73793 0.0 -0.9 3.1 0.44
N -2.93012 -0.33165 -4.16768 3.9 0.6 1.8 -0.67
C -1.84350 0.44016 -4.36543 -0.5 0.1 -0.1 0.42
C -0.96940 0.39022 -5.71616 -0.7 0.3 0.4 -1.18
C -1.28729 1.46275 -3.22895 0.9 -0.3 -1.1 -0.70
C -0.68267 -2.60069 -3.23928 -0.9 1.0 -0.8 -0.34
O -0.27994 -2.42407 -4.42208 -1.4 -1.1 4.6 -0.71
N -0.32562 -3.68513 -2.32757 2.4 0.1 0.5 0.46
C 0.64978 -4.71128 -2.79151 -0.1 -0.4 -2.0 -0.30
C -0.19252 -5.89664 -3.51379 -0.1 -3.0 3.0 0.03
O -0.45415 -6.93569 -2.84342 0.9 3.7 -2.6 -0.49
C -0.34127 -3.32029 -0.91522 -1.5 0.9 1.4 -0.10
O 0.31574 -3.73903 0.06582 -2.0 1.1 -3.9 -0.65
H -7.79586 -2.19371 -3.89347 0.5 0.9 -0.1 0.25
H -5.91631 -2.02445 -4.27602 -1.5 0.1 1.0 0.34
H -6.51548 -2.48928 -2.58264 -0.1 1.2 -0.9 0.30
H -7.87944 0.04025 -2.98055 1.8 -0.3 -0.2 0.38
H -6.37258 0.43242 -3.97194 -0.4 -1.3 1.0 0.33
H -6.65406 0.66021 -1.06344 1.1 -0.7 -1.3 0.28
H -5.81571 -0.97249 -1.26426 0.0 1.8 -0.6 0.29
H -5.31560 0.49294 0.78136 1.3 -0.9 0.2 0.17
H -4.59135 -0.75676 1.93015 0.6 1.0 -1.2 0.41
H -4.07084 1.97618 2.32586 1.0 -1.2 -0.9 0.36
H -3.04270 1.81983 0.76996 -0.8 -0.8 1.5 0.31
H -2.31778 -0.42187 2.65991 0.3 1.9 0.0 0.15
H -2.03608 1.15576 3.55905 -0.3 -0.5 -1.6 0.47
H -0.30582 1.87652 1.88026 -0.5 -1.2 -0.5 0.50
H -0.95086 0.69747 0.52443 0.7 0.4 1.7 -0.25
H 0.10094 -1.28475 1.52093 0.4 1.5 0.7 0.06
H 1.33807 0.07176 1.86463 -3.1 -3.6 -1.0 0.63
H 0.23627 -3.11941 2.73726 1.3 0.3 1.3 0.11
H 0.98252 -3.66498 4.37140 0.2 1.2 -1.1 0.35
H 2.06294 -3.20036 2.90652 -1.4 0.3 1.1 0.25
H -2.17055 -1.99299 1.34143 -0.5 0.4 -1.8 0.88
H -1.19504 1.29391 -6.38308 0.4 -1.1 1.0 0.37
H -1.14649 -0.55760 -6.32694 0.1 1.3 1.1 0.27
H 0.12924 0.42429 -5.36917 -1.7 0.0 -0.6 0.30
H -0.57085 2.22759 -3.72343 -1.2 -1.3 0.6 0.35
H -2.12968 2.07264 -2.76123 1.0 -1.2 -0.5 0.22
H -0.64019 0.89754 -2.45986 -1.0 0.8 -0.7 0.15
H 1.30041 -4.23889 -3.61096 -1.1 -0.7 1.6 0.11
H 1.29437 -5.16360 -1.96561 -1.2 0.8 -1.0 0.49
H -0.52781 -5.86918 -4.60837 0.5 0.5 1.3 0.34
O 0.62116 0.34993 -0.69024 0.2 0.6 0.3 -0.88
H 1.04806 -0.46572 -0.43532 0.3 -0.6 -0.2 0.11
Al 2.18618 1.23275 2.29795 2.4 3.5 0.9 0.18
B 5.70444 3.23245 3.65505 -0.1 -0.7 0.1 0.60
F 5.90880 2.93477 5.04197 -0.1 0.4 -1.0 -0.40
F 4.34015 3.61974 3.44394 0.8 -0.2 0.1 -0.36
F 6.57269 4.30961 3.26661 -0.3 -0.3 0.3 -0.41
F 5.99879 2.07345 2.86767 -0.3 0.9 0.6 -0.38
C 3.85710 -3.70836 -5.20397 0.5 0.1 0.3 0.87
O 4.93483 -3.45847 -4.67977 0.0 0.0 0.0 -0.37
O 2.96483 -4.42375 -4.70720 0.1 -0.3 -0.2 -0.35
O 3.48518 -3.28662 -6.31588 -0.1 0.1 -0.4 -0.27
Be -7.66262 -3.89307 -3.97123 1.0 0.1 -3.2 0.59
Br -7.60482 -4.58896 -6.28110 -0.2 0.9 3.4 -0.19
O -5.57298 -5.24695 -0.03708 -0.2 0.1 0.0 -0.62
S -4.09925 -5.27939 -0.06352 0.0 -0.1 0.4 1.24
O -3.57067 -4.42667 1.01586 -0.2 0.2 -0.2 -0.50
O -3.61845 -4.77851 -1.36369 0.2 0.0 0.0 -0.47
O -3.63736 -6.66350 0.12906 -0.1 0.1 -0.4 -0.53
C 8.29315 8.63793 5.95789 -0.1 0.4 0.2 -0.50
C 9.56862 8.15905 5.67194 -1.6 -0.1 -1.3 0.32
C 9.73234 6.94256 5.00997 0.3 -0.1 0.0 -0.66
C 8.61515 6.21173 4.62477 0.1 -0.1 0.1 -0.35
C 7.33792 6.69114 4.90608 -0.1 0.1 0.0 -0.27
C 7.17792 7.90176 5.57607 0.3 -0.1 0.1 -0.60
H 8.16935 9.58382 6.47659 0.0 0.0 -0.1 0.37
H 10.43772 8.73524 5.96400 -3.5 2.0 -5.9 0.25
H 10.72934 6.56756 4.79370 0.0 0.0 -0.2 0.32
H 8.73745 5.26771 4.10467 -0.2 0.1 0.0 0.44
H 6.46695 6.11888 4.60258 0.2 -0.1 -0.1 0.45
H 6.18330 8.27102 5.79882 0.1 0.0 0.0 0.40
Ca 11.13189 8.26061 7.21927 4.3 -2.3 7.0 0.80
```
Positions in Å, forces in eV/Å.

No. 2
Here is a molecular structure, C30H37BrFeN7OSSi2 from the Open Molecules 2025 dataset. Energies are from ωB97M-V with the def2-TZVPD basis set.

Properties
HOMO-LUMO gap (spin up / spin down): 5.9130 / 6.3209 eV
charge: -1
energy relative to the best compared isomer or geometry (same formula, charge and spin): 36.3 kcal/mol
2S+1: 5

XYZ file:
```
80
Properties=species:S:1:pos:R:3:forces:R:3:mulliken_spin:R:1
Fe 0.29669 -0.15127 0.23022 0.6 -0.4 -0.1 2.08
C -2.83232 0.19786 3.15748 0.0 0.0 0.0 0.00
C -1.63977 -0.14423 2.32439 0.1 -0.1 0.1 0.02
N -1.51935 0.14160 1.07656 -0.1 0.2 0.0 -0.05
N -2.48182 0.88054 0.47937 0.1 0.0 -0.3 0.00
C -2.87351 0.36350 -0.67061 -0.2 0.0 0.2 0.00
N -3.61546 1.22096 -1.45151 0.0 -0.1 -0.1 0.00
S -2.68988 -1.27414 -1.13810 0.0 0.1 0.0 0.01
C -0.52352 -0.92095 2.87020 -0.1 0.0 0.1 0.01
C -0.51186 -1.38924 4.18063 0.0 0.0 0.1 -0.01
C 0.55383 -2.15338 4.61859 -0.1 0.0 0.1 0.00
C 1.58626 -2.44256 3.74209 0.0 0.0 0.0 0.00
C 1.50499 -1.94071 2.45768 0.0 0.0 -0.1 0.01
N 0.49164 -1.19658 2.02875 -0.4 0.3 -0.4 0.00
H -3.55982 0.71006 2.53544 0.0 0.0 0.0 0.00
H -2.55433 0.85278 3.98904 0.0 0.0 0.0 0.00
H -3.28938 -0.70503 3.57097 0.0 0.0 0.0 0.00
H -3.42669 2.20151 -1.31739 0.0 0.0 0.0 0.00
H -3.75159 0.90786 -2.39672 0.0 0.0 0.0 0.00
H -1.33495 -1.15446 4.84058 0.0 0.0 0.0 0.00
H 0.58061 -2.51918 5.63775 0.0 0.0 0.0 0.00
H 2.43891 -3.03557 4.04208 0.0 0.0 0.0 0.00
H 2.28438 -2.12393 1.73525 0.1 0.0 0.0 0.00
Br 7.31714 -1.29702 -4.65117 0.0 0.0 0.0 0.01
C 5.95712 -0.01950 -4.99383 0.0 0.0 0.0 0.13
C 5.60511 0.88261 -4.00401 -0.1 0.1 0.0 -0.08
C 4.60192 1.80715 -4.24692 0.0 0.0 0.0 0.16
C 3.95162 1.84540 -5.49268 0.1 0.3 0.0 -0.04
C 4.34244 0.92881 -6.47876 0.0 -0.1 -0.1 0.14
C 5.32958 -0.00620 -6.23174 -0.1 0.0 0.0 -0.06
N 2.94088 2.73778 -5.82804 -0.3 -0.3 0.1 0.51
N 2.49825 3.49706 -4.85351 0.4 0.1 0.2 0.61
C 1.82118 3.11200 -3.77469 -0.3 0.0 -0.2 0.09
C 1.74072 3.99507 -2.66675 0.0 -0.1 0.0 0.14
C 1.20739 3.61064 -1.45813 0.0 0.0 -0.1 -0.01
C 0.73030 2.29667 -1.24152 0.0 0.1 -0.2 0.13
O 0.36107 1.86242 -0.11045 0.0 0.1 0.3 0.19
C 0.66606 1.42292 -2.40371 0.1 0.1 0.1 0.08
N 0.13168 0.20610 -2.18119 -0.1 0.0 0.2 0.04
C -0.05491 -0.59681 -3.20206 -0.1 -0.1 0.0 -0.02
C 0.28147 -0.23961 -4.51611 0.0 0.0 0.0 0.03
C 0.89833 0.96398 -4.74133 0.0 0.0 0.0 -0.03
C 1.13710 1.83125 -3.66010 0.1 0.0 -0.1 0.02
H 6.10720 0.86172 -3.04671 0.0 0.0 0.0 0.00
H 4.32504 2.51106 -3.47484 0.0 0.0 0.0 0.01
H 3.82931 0.95282 -7.43267 0.0 0.0 0.0 0.00
H 5.60891 -0.72585 -6.98880 0.0 0.0 0.0 0.00
H 2.18929 4.97457 -2.78152 0.0 0.0 0.0 0.01
H 1.19564 4.29382 -0.61722 0.0 0.0 0.0 0.00
H -0.50302 -1.55923 -2.97971 0.0 0.0 0.0 -0.01
H 0.07450 -0.92033 -5.33129 0.0 0.0 0.0 0.00
H 1.18956 1.25751 -5.74114 0.0 0.0 0.0 -0.01
C 0.99254 -3.10032 -0.80992 0.0 -0.1 0.0 0.03
Si 2.59081 -2.08005 -0.91853 -0.2 0.1 0.0 -0.01
C 3.11493 -1.98464 -2.71450 0.1 0.0 -0.2 -0.01
C 3.92532 -3.14522 -0.10643 0.1 -0.1 0.1 0.00
C 2.33541 -0.37381 -0.25816 -0.3 -0.1 0.4 -0.12
Si 3.39218 0.51916 0.97037 0.0 0.1 -0.2 -0.01
C 2.44537 1.47969 2.28158 -0.2 0.1 0.1 0.02
C 4.40543 1.77267 0.00153 0.1 0.2 0.0 0.00
C 4.65048 -0.49111 1.95429 0.1 -0.1 0.1 0.00
H 0.88154 -3.78532 -1.65794 0.1 0.0 0.1 0.00
H 0.09710 -2.46957 -0.80656 0.0 0.0 0.0 -0.01
H 0.95869 -3.70174 0.10541 0.0 0.0 0.0 0.00
H 3.08555 -2.96560 -3.20205 0.0 0.1 0.0 0.00
H 4.14061 -1.60491 -2.78683 -0.1 0.0 0.0 0.00
H 2.47644 -1.30458 -3.28316 0.1 0.0 0.0 0.01
H 4.06912 -4.06034 -0.69239 -0.1 0.1 0.0 0.00
H 3.69149 -3.45127 0.91793 0.0 0.0 0.0 0.00
H 4.88051 -2.61614 -0.08112 0.0 -0.1 -0.1 0.00
H 2.41132 0.26399 -1.14755 0.2 0.0 0.0 0.01
H 1.66063 2.08299 1.81641 0.1 0.0 0.0 0.00
H 3.11300 2.14675 2.83900 0.0 -0.1 0.0 0.00
H 1.96474 0.80993 3.00267 0.1 0.1 0.0 0.00
H 3.73802 2.44263 -0.55348 0.1 -0.1 0.0 0.00
H 5.04148 1.25597 -0.72545 0.0 0.0 0.0 0.00
H 5.05009 2.38823 0.63947 0.0 0.0 0.0 0.00
H 4.18230 -1.16407 2.67858 0.0 0.0 0.0 0.00
H 5.29205 0.19666 2.51692 -0.1 0.0 0.0 0.00
H 5.29396 -1.09099 1.30842 0.0 0.0 0.0 0.00
```
Positions in Å, forces in eV/Å.

No. 3
Here is a molecular structure, C30H37ClFeGeN5O3P from the Open Molecules 2025 dataset. Energies are from ωB97M-V with the def2-TZVPD basis set.

Properties
HOMO-LUMO gap (spin up / spin down): 4.8244 / 5.3161 eV
charge: +1
energy relative to the best compared isomer or geometry (same formula, charge and spin): 20.5 kcal/mol
2S+1: 6

XYZ file:
```
79
Properties=species:S:1:pos:R:3:forces:R:3:mulliken_spin:R:1
Fe -0.08872 -0.09649 0.74777 -0.4 -1.3 2.0 3.67
Cl -7.03201 2.35347 1.32191 -0.1 0.0 0.0 0.00
C -5.59044 1.40996 1.22038 0.0 0.0 0.0 0.00
C -5.64999 0.02899 1.35852 0.1 0.1 0.0 0.00
C -4.48507 -0.70972 1.26764 -0.2 -0.1 0.1 -0.01
C -3.26200 -0.10094 1.03786 0.5 0.2 -0.1 0.00
O -2.14310 -0.86021 0.95318 -0.1 0.9 -0.2 -0.02
C -3.18231 1.30422 0.89341 -0.6 -0.5 0.3 0.01
C -2.01542 2.09840 0.61045 0.9 0.3 -0.4 0.04
N -0.83836 1.68259 0.28556 -1.3 0.8 -0.1 0.00
C 0.15965 2.55604 -0.17151 0.5 0.9 -0.3 0.08
C 0.10026 3.93519 -0.24798 -0.2 -0.7 0.2 0.01
C 1.15990 4.67079 -0.79119 0.5 0.2 -0.2 0.00
C 2.27014 4.05530 -1.30604 -0.1 0.2 0.0 0.00
C 2.36904 2.65116 -1.27430 -0.3 -0.3 0.2 -0.02
C 3.44690 1.92772 -1.82375 0.0 -0.2 0.0 0.01
C 3.44933 0.55808 -1.76176 0.2 0.2 -0.2 -0.01
C 2.38724 -0.09375 -1.12958 -0.3 0.1 0.2 0.04
N 1.37474 0.54798 -0.58419 0.6 0.2 -0.3 -0.04
C 1.32933 1.90579 -0.66763 0.0 0.2 -0.2 -0.04
C -4.38365 2.03085 1.00178 0.3 0.0 -0.1 0.01
H -6.60024 -0.45678 1.52934 0.0 0.0 0.0 0.00
H -4.52403 -1.78580 1.38486 0.0 0.0 0.0 0.00
H -2.19415 3.17171 0.63867 -0.1 0.0 -0.1 0.00
H -0.76454 4.47165 0.11642 0.0 0.0 0.0 0.00
H 1.09728 5.75054 -0.81021 -0.1 0.0 0.0 0.00
H 3.07533 4.62985 -1.74518 0.0 0.0 0.0 0.00
H 4.25166 2.46550 -2.30912 0.0 0.0 0.0 0.00
H 4.25176 -0.01792 -2.20089 0.0 0.0 0.0 0.00
H 2.33412 -1.17553 -1.08577 0.1 0.0 0.1 -0.01
H -4.35113 3.10625 0.88396 0.0 0.0 0.0 0.00
C -2.38345 -1.84098 -4.82819 0.2 0.2 0.2 0.05
Ge -1.11729 -0.55339 -4.01259 -0.1 -0.1 -0.6 -0.02
C 0.69092 -0.95014 -4.69327 -0.2 0.1 0.2 0.01
C -1.65428 1.28016 -4.48433 0.1 -0.2 0.1 0.01
C -1.19265 -0.74555 -2.09908 0.0 0.0 0.0 0.41
H -2.37751 -1.71746 -5.91119 0.0 0.0 0.0 0.00
H -3.39530 -1.66682 -4.46322 0.0 0.0 0.0 0.00
H -2.10187 -2.86752 -4.59411 0.0 0.0 0.0 0.00
H 0.67395 -0.93494 -5.78303 0.0 0.0 0.0 0.00
H 1.03663 -1.93462 -4.37530 0.0 0.0 0.0 0.00
H 1.41008 -0.20297 -4.35378 0.0 0.0 0.0 0.00
H -1.74950 1.37299 -5.56589 0.0 0.0 0.0 0.00
H -0.91386 2.00464 -4.14250 0.0 0.0 0.0 0.00
H -2.61462 1.53282 -4.03397 0.0 0.0 0.0 0.00
H -0.62310 -1.48565 -1.54384 0.0 0.0 0.0 0.35
H -1.88668 -0.15013 -1.51994 0.0 0.0 0.1 0.24
C -0.35135 0.29720 3.00223 0.1 -0.3 -1.4 0.22
C 0.98406 0.74669 3.17992 0.1 0.1 0.3 -0.14
C 1.35255 2.11181 3.04925 0.0 -0.2 -0.1 0.06
C 2.64983 2.52877 3.23380 0.1 -0.1 -0.1 -0.03
C 3.65706 1.60831 3.54786 -0.2 -0.1 0.0 0.06
C 3.32182 0.25267 3.67626 0.1 0.2 -0.1 -0.03
C 2.02769 -0.16946 3.48989 0.0 0.0 -0.1 0.05
C 5.00088 2.03076 3.75748 0.3 0.1 0.0 -0.01
N 6.09433 2.35211 3.92669 -0.1 0.0 -0.1 0.02
H -1.15703 1.02319 3.01322 0.0 0.0 0.2 0.00
H -0.60332 -0.69886 3.35122 0.0 0.1 0.2 -0.01
H 0.57984 2.83768 2.81865 0.0 0.0 0.1 0.00
H 2.90751 3.57699 3.14823 0.0 0.0 0.0 0.00
H 4.10198 -0.44900 3.94680 0.0 0.0 0.0 0.00
H 1.76472 -1.21595 3.60738 0.0 0.0 0.1 0.01
N 3.13952 -3.18271 1.47783 -0.7 0.3 0.1 0.00
C 2.16643 -4.12140 0.81527 -0.5 -0.1 0.1 0.00
P 0.54637 -3.36833 1.40800 0.4 0.7 -0.3 0.01
O 0.41408 -3.68759 2.84063 -0.2 -0.3 0.1 0.00
O 0.84728 -1.90949 1.03582 0.0 -0.6 -0.4 0.01
C -0.84222 -3.98613 0.39189 0.3 0.0 0.2 0.01
N -2.08178 -3.49540 1.02320 -0.1 -0.3 0.2 0.00
H 3.13917 -3.35517 2.48621 0.1 0.0 0.0 0.00
H 2.68336 -2.23632 1.36313 0.4 -0.2 0.0 0.00
H 4.09033 -3.21360 1.12393 0.1 0.0 -0.1 0.00
H 2.31285 -5.13429 1.17915 0.1 0.0 0.0 0.00
H 2.29759 -4.08607 -0.26426 0.1 0.1 0.0 0.00
H -0.76956 -5.07830 0.35372 -0.1 0.0 0.0 0.00
H -0.76486 -3.59216 -0.62241 0.0 0.0 0.0 0.00
H -2.30422 -1.83250 1.08105 0.2 -0.5 -0.2 0.01
H -2.07466 -3.74910 2.00909 0.0 -0.1 0.0 0.00
H -2.88327 -3.95967 0.61045 0.0 0.0 0.0 0.00
```
Positions in Å, forces in eV/Å.